one.
{
  "formula": "C7H9N",
  "method": "wB97M-V/def2-TZVPD",
  "species": ["N", "C", "C", "C", "C", "C", "C", "C", "H", "H", "H", "H", "H", "H", "H", "H", "H"],
  "positions_angstrom": [[0.2335, -1.8509, -0.7325], [0.2311, -0.6526, 0.0325], [1.4047, 0.2523, -0.1296], [-0.5185, 1.5282, -0.2231], [1.2792, -0.4416, 1.1844], [0.8458, 1.5891, -0.3880], [-1.0668, 0.2441, 0.0022], [-2.2911, -0.2073, 0.3137], [0.5733, 0.0466, 1.9681], [-3.0005, 0.6073, 0.4717], [0.1430, -1.4903, -1.6452], [1.8722, -1.3207, 1.2594], [2.3034, 0.0447, -0.7689], [1.4420, 2.4912, -0.5467], [-1.2303, 2.4530, -0.2286], [-2.5343, -1.2297, 0.4298], [-0.5089, -2.5199, -0.5640]],
  "lowdin_charge": [0.09, -0.44, -0.27, -0.08, 0.01, -0.02, -0.27, 0.08, 0.15, 0.06, 0.07, 0.09, 0.16, 0.11, 0.14, 0.05, 0.08],
  "smiles": "C=C1C=C[C@H]2C[C@@]12N"
}


two.
{
  "formula": "C7H9N",
  "method": "wB97M-V/def2-TZVPD",
  "species": ["N", "C", "C", "C", "C", "C", "C", "C", "H", "H", "H", "H", "H", "H", "H", "H", "H"],
  "positions_angstrom": [[-0.9205, -1.1733, -0.1346], [-0.2093, 1.1419, -1.1161], [0.3203, 1.7685, -0.0449], [0.5835, -1.1486, -0.3514], [1.4470, -0.4159, 0.6167], [1.1700, 0.9276, 0.8139], [-1.5666, -0.7083, 1.0754], [-0.4153, -0.3254, -1.1974], [-0.7187, -0.6515, -2.2281], [0.2264, 2.8706, 0.1664], [-2.5379, -0.4911, 0.7267], [1.7475, 1.4478, 1.5840], [2.2911, -0.8476, 1.0466], [-1.2416, 0.2437, 1.6670], [0.9902, -2.0094, -0.7992], [-1.5604, -1.5856, 1.7839], [-0.7299, 1.7970, -1.7820]],
  "lowdin_charge": [-0.07, -0.06, -0.10, -0.17, -0.03, -0.11, -0.11, -0.23, 0.14, 0.12, 0.06, 0.09, 0.07, 0.10, 0.11, 0.10, 0.09],
  "smiles": "CN1[C@@H]2C=CC=C[C@@H]21"
}


three.
{
  "formula": "C7H9N",
  "method": "wB97M-V/def2-TZVPD",
  "species": ["N", "C", "C", "C", "C", "C", "C", "C", "H", "H", "H", "H", "H", "H", "H", "H", "H"],
  "positions_angstrom": [[1.1921, 1.3470, 2.0361], [1.0522, -0.5917, -0.6705], [0.0194, 0.4521, 1.5251], [-1.8554, -0.1484, -0.6927], [0.2792, -0.5131, -1.8501], [0.3005, -0.4640, 0.4506], [-1.2315, -0.4561, -1.8751], [-0.7605, 0.5100, 0.2016], [-0.3816, -0.2931, 2.3272], [1.3045, 1.3476, 3.8924], [0.6377, -1.0185, -2.8410], [2.2628, 0.1533, 1.7805], [2.3761, -0.3564, -0.7769], [-1.7101, -0.4671, -2.8432], [-2.9144, 0.5073, -0.9090], [-0.1975, -1.4055, 0.6108], [-0.3733, 1.3966, -0.3657]],
  "lowdin_charge": [-0.03, -0.10, -0.37, -0.05, -0.10, -0.46, -0.12, -0.21, 0.15, 0.20, 0.12, 0.22, 0.19, 0.09, 0.15, 0.15, 0.16]
}


Which one sits at the bottom of the stability order? three does.


one.
{
  "formula": "C7H11NP",
  "method": "wB97M-V/def2-TZVPD",
  "species": ["P", "N", "C", "C", "C", "C", "C", "C", "C", "H", "H", "H", "H", "H", "H", "H", "H", "H", "H", "H"],
  "positions_angstrom": [[1.7358, 2.8983, 0.4301], [1.0380, 1.3945, 0.5904], [-1.5250, 0.8125, 0.7880], [1.0171, -1.0506, 0.9673], [-1.4152, 0.2486, -0.4289], [0.2305, -1.6018, 0.0486], [-0.9022, -1.5442, -2.1895], [1.5447, 0.3135, 0.9714], [-0.5459, -0.8688, -0.8555], [-2.2962, 0.5389, -1.1966], [2.7380, 2.8005, 1.4392], [-0.2609, -2.4023, -2.4919], [-0.8749, 0.6015, 1.5915], [0.2725, -2.7202, 0.0049], [-1.0278, -0.7616, -2.8516], [-2.3526, 1.4459, 0.9171], [2.5188, 0.2755, 1.6075], [1.4951, -1.7218, 1.7061], [0.5142, 3.3788, 1.0436], [-1.9040, -2.0372, -2.0916]],
  "lowdin_charge": [0.85, -0.37, 0.13, -0.02, -0.08, -0.06, 0.00, -0.26, -0.13, 0.17, -0.08, 0.11, 0.07, 0.16, 0.06, 0.08, 0.14, 0.14, -0.06, 0.13],
  "smiles": "C=C/C(C)=C\\C=C/[N+]#[PH2]",
  "charge": 1
}


two.
{
  "formula": "C7H11NP",
  "method": "wB97M-V/def2-TZVPD",
  "species": ["P", "N", "C", "C", "C", "C", "C", "C", "C", "H", "H", "H", "H", "H", "H", "H", "H", "H", "H", "H"],
  "positions_angstrom": [[-0.0941, -2.4978, -0.5148], [1.6193, 0.8049, -0.2706], [2.2914, -1.2811, 0.8152], [-1.1524, 1.4448, -0.1832], [1.1602, -0.1480, 0.6634], [-2.6849, -0.5135, -0.3853], [1.9980, 1.4587, -1.1390], [-1.2619, -0.0773, -0.1032], [-0.1521, -0.8739, 0.1031], [-3.2371, -0.2389, 0.5175], [2.3647, -1.6895, 1.8206], [0.8961, 0.3857, 1.6113], [-0.5057, 1.7300, -1.0085], [-2.6731, -1.5440, -0.2686], [1.9183, 2.2025, -1.8916], [3.2239, -0.7875, 0.7146], [-2.1747, 1.9722, -0.2333], [-0.6154, 1.7147, 0.7894], [-2.9780, 0.0968, -1.2554], [2.0574, -2.1588, 0.2183]],
  "lowdin_charge": [0.95, 0.14, -0.05, -0.05, -0.29, -0.05, 0.33, -0.35, -0.58, 0.11, 0.09, 0.17, 0.05, 0.02, 0.14, 0.07, 0.12, 0.10, 0.11, -0.02],
  "charge": 1
}


Which one sits at the bottom of the stability order? two does.


one.
{
  "formula": "C4H23NO7",
  "method": "wB97M-V/def2-TZVPD",
  "species": ["O", "O", "O", "O", "O", "O", "O", "N", "C", "C", "C", "C", "H", "H", "H", "H", "H", "H", "H", "H", "H", "H", "H", "H", "H", "H", "H", "H", "H", "H", "H", "H", "H", "H", "H"],
  "positions_angstrom": [[-2.1077, 0.1008, -0.4632], [-3.9946, 1.5926, 1.5669], [2.1806, -1.2035, 1.3113], [-4.0852, -1.5861, 0.3081], [-0.3007, 2.2578, -0.1341], [-1.2463, -0.2884, -3.6085], [-1.2979, 0.0959, 2.6093], [1.4242, 0.3778, -2.0255], [3.1323, -2.2442, 1.2705], [1.4460, -1.0183, 0.1150], [2.9411, 0.9771, -0.2793], [2.2186, -0.1726, -0.9219], [3.9105, 0.7201, 0.1597], [2.9301, -0.8459, -1.4120], [-1.5793, 1.0039, 2.4420], [-2.0490, -0.8027, -3.7413], [-1.5186, 0.4354, -3.0324], [-0.3332, 0.1358, 2.6286], [3.6459, -2.2413, 2.2311], [3.0655, 1.8075, -0.9712], [0.0516, 3.1388, -0.3063], [1.0814, -1.9333, -0.3595], [2.4922, 1.3606, 0.6469], [0.7813, 1.0649, -1.6370], [0.7829, -0.3016, -2.4343], [2.7034, -3.2447, 1.1618], [-3.2849, -1.1178, -0.0123], [-4.8934, 1.4406, 1.2569], [-4.7352, -1.4626, -0.3893], [0.0808, 2.0049, 0.7156], [0.5587, -0.4546, 0.4176], [-1.3076, 0.6457, -0.5038], [-2.5137, 0.3440, 0.3857], [3.8721, -2.0948, 0.4797], [-4.0520, 1.5081, 2.5254]],
  "lowdin_charge": [-0.08, -0.04, -0.20, -0.07, -0.04, -0.06, -0.04, 0.05, -0.11, -0.19, -0.07, -0.44, 0.08, 0.13, 0.02, 0.04, 0.02, 0.04, 0.09, 0.08, 0.07, 0.13, 0.07, 0.03, 0.05, 0.09, -0.01, 0.05, 0.03, 0.04, 0.09, 0.00, 0.01, 0.09, 0.05],
  "smiles": "COC[C@H](C)N.O.O.O.O.O.O"
}


two.
{
  "formula": "C4H23NO7",
  "method": "wB97M-V/def2-TZVPD",
  "species": ["O", "O", "O", "O", "O", "O", "O", "N", "C", "C", "C", "C", "H", "H", "H", "H", "H", "H", "H", "H", "H", "H", "H", "H", "H", "H", "H", "H", "H", "H", "H", "H", "H", "H", "H"],
  "positions_angstrom": [[1.7281, -2.9159, 0.9182], [1.3596, -1.4724, -2.4823], [2.6571, -0.5174, -0.5885], [-0.9724, -3.3329, -1.3375], [-1.6489, -1.8030, 3.1605], [2.1271, 0.7129, 2.8726], [-1.5529, 0.4466, -3.3978], [-1.0455, 1.1533, 0.9801], [-0.2484, 3.2532, 0.0870], [-1.0702, 2.4822, -1.0391], [-0.4638, 2.3826, 1.4203], [-1.9605, 1.6622, -0.0876], [-0.8047, -1.3328, 3.1159], [1.4773, -2.5044, 0.0926], [-0.3868, 1.9892, -1.7436], [-0.5388, -4.1643, -1.0660], [0.4406, 2.3188, 2.0156], [2.8104, 0.8373, 2.1996], [2.6487, -3.1619, 0.7626], [-2.0761, -1.4150, 2.3937], [1.4477, 0.3545, 2.2902], [-0.5037, 0.4888, 0.4400], [-0.7775, 4.1952, 0.1084], [0.8026, 3.2128, -0.2161], [-1.7575, 3.0027, -1.7086], [-0.3809, -2.7040, -0.9326], [2.4564, -1.4390, -0.8117], [-1.3942, 0.6755, -2.4727], [-1.0778, 3.0966, 1.9620], [-2.4061, 0.8520, -3.5740], [-2.6064, 2.4795, 0.2973], [-2.5416, 0.8085, -0.4474], [1.7776, -0.6300, -2.6978], [0.8368, -1.5381, -3.2894], [2.4277, -0.6878, 0.3405]],
  "lowdin_charge": [-0.03, -0.07, -0.07, -0.05, -0.06, -0.05, -0.06, -0.06, -0.13, -0.20, -0.23, -0.22, 0.02, -0.02, 0.08, 0.05, 0.09, 0.04, 0.06, 0.02, 0.00, 0.10, 0.09, 0.10, 0.10, -0.02, 0.00, -0.02, 0.11, 0.04, 0.12, 0.11, 0.05, 0.06, 0.01],
  "smiles": "C1CCNC1.O.O.O.O.O.O.O"
}


three.
{
  "formula": "C4H23NO7",
  "method": "wB97M-V/def2-TZVPD",
  "species": ["O", "O", "O", "O", "O", "O", "O", "N", "C", "C", "C", "C", "H", "H", "H", "H", "H", "H", "H", "H", "H", "H", "H", "H", "H", "H", "H", "H", "H", "H", "H", "H", "H", "H", "H"],
  "positions_angstrom": [[-1.8500, 3.4335, -0.2615], [-0.8723, 2.5094, 2.7349], [-3.8156, 0.1129, -1.3389], [3.5543, 2.2348, -0.9903], [-1.3505, 0.3023, -2.4368], [-0.0970, -3.5578, 0.5850], [-3.0157, 1.3062, 1.5790], [2.1279, -2.2148, 1.4490], [0.8677, -0.1514, 1.4380], [1.6113, -1.1913, 0.6230], [2.5410, -1.7634, -1.7202], [1.6458, -1.0590, -0.7106], [-0.1205, 2.1460, 2.2666], [-1.8620, 2.9979, -1.1321], [3.5431, -1.3504, -1.7664], [2.7349, -2.8841, 0.9817], [0.4377, -3.2303, 1.3361], [-3.8131, 1.3763, 2.1279], [-1.6131, 2.2081, 2.1663], [-2.7331, 3.8366, -0.3102], [2.6352, 1.9652, -0.8892], [2.4188, -2.1007, 2.4177], [-2.2189, 0.5125, -2.0431], [2.4962, -2.8411, -1.4226], [4.0922, 1.5258, -0.6266], [-3.5231, -0.8065, -1.2967], [-0.2119, -0.1461, 1.1007], [-3.4746, 1.1127, 0.7417], [-0.9347, -0.5379, -2.2475], [-4.1486, 0.1340, -2.2482], [2.1375, -1.5863, -2.7178], [-0.3703, -2.7259, 0.1810], [1.0734, -0.2715, -1.2530], [0.9137, -0.1793, 2.4988], [1.1944, 0.8837, 1.1845]],
  "lowdin_charge": [-0.06, -0.08, -0.04, -0.06, -0.07, -0.09, -0.06, 0.07, -0.05, -0.42, -0.09, -0.17, -0.01, 0.03, 0.06, 0.10, 0.01, 0.07, -0.02, 0.05, 0.02, 0.11, -0.01, 0.08, 0.03, 0.07, 0.10, 0.03, 0.02, 0.07, 0.06, 0.01, 0.10, 0.07, 0.08],
  "smiles": "C/C=C(/C)N.O.O.O.O.O.O.O"
}


Which one sits at the bottom of the stability order? two does.


one.
{
  "formula": "C2H4INS",
  "method": "wB97M-V/def2-TZVPD",
  "species": ["I", "S", "N", "C", "C", "H", "H", "H", "H"],
  "positions_angstrom": [[-2.4600, -2.2283, -0.1177], [-0.4008, -0.1566, 1.3121], [-0.2810, -0.4711, -1.2957], [-0.9301, -0.7681, -0.1810], [0.9421, 0.8996, 0.6537], [0.5229, 1.8279, 0.1768], [-0.3613, -0.8633, -2.1958], [1.6131, 0.4144, 0.0742], [1.3551, 1.3454, 1.5735]],
  "lowdin_spin": [0.09, 0.42, 0.82, 0.58, 0.03, 0.01, 0.04, 0.00, 0.00],
  "spin_multiplicity": 3
}


two.
{
  "formula": "C2H4INS",
  "method": "wB97M-V/def2-TZVPD",
  "species": ["I", "S", "N", "C", "C", "H", "H", "H", "H"],
  "positions_angstrom": [[2.8183, -0.5523, 3.1971], [0.8184, -1.1631, 2.0367], [1.4533, 0.9411, 0.2369], [-0.5241, -0.3325, -0.1246], [0.6351, 0.1403, 0.6156], [-0.8301, 0.4603, -0.7287], [-1.4157, -0.7245, 0.3927], [2.3969, 0.9632, 0.6572], [-0.0636, -1.1722, -0.8125]],
  "lowdin_spin": [0.95, 0.94, 0.03, 0.03, 0.04, 0.00, 0.01, 0.00, 0.00],
  "spin_multiplicity": 3
}


Which one sits at the bottom of the stability order? one does.


one.
{
  "formula": "H2NO3S",
  "method": "wB97M-V/def2-TZVPD",
  "species": ["S", "O", "O", "O", "N", "H", "H"],
  "positions_angstrom": [[-0.8071, 0.7738, -1.0188], [0.8227, -1.0471, 1.0319], [-1.5432, -0.4653, -0.7025], [-0.3419, 0.7702, -2.4173], [1.2035, 0.3864, 0.7707], [0.7523, 0.9371, 1.5695], [-0.0863, -1.3550, 0.7664]],
  "lowdin_charge": [0.71, -0.35, -0.57, -0.57, -0.20, -0.03, 0.02],
  "charge": -1
}


two.
{
  "formula": "H2NO3S",
  "method": "wB97M-V/def2-TZVPD",
  "species": ["S", "O", "O", "O", "N", "H", "H"],
  "positions_angstrom": [[-1.7169, 0.0326, 0.2799], [-1.4520, -1.4365, 0.3082], [0.5857, -0.3986, -0.8280], [-2.5952, 0.5527, -0.8171], [-0.0543, 0.6247, -0.0973], [0.3459, -1.3145, -0.5451], [0.3431, 0.5044, 0.9719]],
  "lowdin_charge": [0.59, -0.59, -0.25, -0.58, -0.31, 0.05, 0.09],
  "charge": -1
}


Which one sits at the bottom of the stability order? one does.